2 unconnected molecules or ions with the total composition C4H12OS. Source: the OMol25 dataset; level of theory: ωB97M-V with the def2-TZVPD basis set.

Values from the calculation:
HOMO level: -8.806 eV
SMILES: CCCSC.O
orbital gap: 0.3542 Eh
M: 108.2 g/mol
energy above the lowest of the compared OMol25 structures with the same formula, charge and spin: 5.7 kcal per mole

ORCA input file:
```
! wB97M-V def2-TZVPD RIJCOSX def2/J DEFGRID3
* xyz 0 1
C 2.058 1.270 -0.871
C 0.632 1.658 -1.221
C -0.413 0.921 -0.413
S -0.230 -0.905 -0.478
C -1.909 -1.406 -0.018
H 2.362 1.621 0.103
H 2.787 1.588 -1.611
H 2.129 0.174 -0.828
H 0.470 2.722 -1.033
H 0.496 1.516 -2.286
H -0.396 1.181 0.653
H -1.421 1.113 -0.773
H -1.897 -2.487 -0.047
H -2.630 -1.000 -0.716
H -2.161 -1.045 0.982
H -0.042 0.135 2.628
H 0.208 -1.301 2.182
O 0.394 -0.687 2.903
*
```

Atomic partial charges in e from the Löwdin method, atoms 1 to 6: -0.126, -0.325, -0.486, 0.794, -0.411, 0.072